1:
Computed, not measured: an isolated molecule of CCl4OS, with ωB97M-V/def2-TZVPD.

Geometry as XYZ:
```
7
Properties=species:S:1:pos:R:3:mulliken_charge:R:1
S 0.667 -1.058 0.325 0.575
C -0.505 0.284 -0.450 0.239
Cl 0.190 0.863 -1.957 -0.085
Cl -0.767 1.585 0.697 -0.056
O 0.140 -1.274 1.635 -0.417
Cl 2.277 0.212 0.506 -0.144
Cl -2.000 -0.612 -0.755 -0.111
```

Values from the calculation:
HOMO (eV): -10.509
Kohn-Sham gap (eV): 10.368
Net charge: 0

---

2:
Computed, not measured: a structure of composition CCl4OS, with ωB97M-V/def2-TZVPD.

Geometry as XYZ:
```
7
Properties=species:S:1:pos:R:3:mulliken_charge:R:1
C 0.187 -0.553 0.476 0.342
S -1.503 0.277 0.356 0.526
Cl -1.056 1.654 1.885 -0.151
Cl 4.049 0.702 0.286 -0.226
Cl 1.610 -0.227 -0.324 0.015
Cl 0.171 -1.719 1.706 -0.082
O -1.540 1.028 -0.857 -0.424
```

Values from the calculation:
HOMO (spin up / spin down) (eV): -10.935 / -9.265
Kohn-Sham gap (spin up / spin down) (eV): 8.793 / 5.753
Net charge: 0

---

Most stable: 1. Least stable: 2.

---

1:
Computed, not measured: a structure of composition C2H15NO4, with ωB97M-V/def2-TZVPD.

Geometry as XYZ:
```
22
Properties=species:S:1:pos:R:3:mulliken_charge:R:1
C 0.793 1.998 0.050 -0.944
H 1.925 0.326 -0.371 0.453
N 1.087 0.568 0.141 -0.208
O -1.930 -1.395 0.738 -0.742
H 0.656 2.251 -0.998 0.317
H 2.685 -2.076 -1.926 0.322
H 1.334 -0.977 1.580 0.293
H -2.635 -2.016 0.440 0.301
H 0.361 -0.181 -0.660 0.409
C 1.046 0.072 1.522 -1.019
H 1.630 2.576 0.458 0.369
O -2.661 1.189 1.229 -0.620
H -1.305 -1.201 -0.005 0.427
H 1.349 -1.376 -1.655 0.416
H -0.147 -0.660 -2.329 0.244
H -2.679 0.236 0.987 0.393
H -3.498 1.563 0.915 0.282
H 0.047 0.278 1.881 0.365
H -0.086 2.296 0.609 0.310
H 1.807 0.562 2.141 0.373
O -0.311 -0.862 -1.403 -1.065
O 2.286 -1.202 -1.889 -0.676
```

Values from the calculation:
HOMO (eV): -9.806
Kohn-Sham gap (eV): 10.580
Net charge: 0

---

2:
Computed, not measured: a cluster of 5 separate species, C2H15NO4 in total, with ωB97M-V/def2-TZVPD.

Geometry as XYZ:
```
22
Properties=species:S:1:pos:R:3:mulliken_charge:R:1
H -2.051 0.048 -1.499 0.325
H 1.423 1.138 0.698 0.406
H 2.378 -3.080 0.512 0.319
H 0.549 1.371 -3.473 0.327
C 0.912 0.290 1.154 -1.012
H -0.106 -0.010 -0.526 -0.006
H -1.143 -1.142 1.928 0.328
C -0.813 -1.381 0.917 -0.849
H 0.639 0.818 2.083 0.296
H 0.600 -0.012 -2.617 0.366
H -1.762 2.139 2.521 0.306
H 1.584 -0.505 1.472 0.264
H -1.328 2.145 1.008 0.317
O -1.726 0.297 -2.367 -0.665
H 3.138 -1.825 0.802 0.334
O 0.932 0.875 -2.746 -0.703
H -0.094 -2.206 0.973 0.214
H -1.585 -1.751 0.288 0.280
O -1.920 2.526 1.661 -0.646
O 2.702 -2.559 1.250 -0.644
N -0.308 -0.089 0.458 0.079
H -0.944 0.816 -2.149 0.364
```

Values from the calculation:
HOMO (eV): -9.351
SMILES: CNC.O.O.O.O
Kohn-Sham gap (eV): 9.680
Net charge: 0

---

Most stable: 1. Least stable: 2.

---

1:
Computed, not measured: a cluster of 5 separate species, C2H15NO4 in total, with ωB97M-V/def2-TZVPD.

Geometry as XYZ:
```
22
Properties=species:S:1:pos:R:3:mulliken_charge:R:1
O -1.746 5.688 0.524 -0.657
H -0.815 -0.570 -3.688 0.301
H -1.780 6.405 -0.213 0.333
H -0.524 0.949 0.148 0.217
C -0.550 -0.842 -2.631 -1.003
N -0.408 0.101 -0.346 -0.593
H 2.605 -1.568 0.009 0.300
H -0.526 -2.683 0.536 0.308
H 1.170 -1.180 0.118 0.318
H 2.219 -1.661 4.484 0.316
H -2.137 6.171 1.277 0.324
O 1.773 -1.971 0.351 -0.639
H 0.434 -1.379 -2.632 0.244
C -0.372 0.402 -1.790 -0.318
O -0.938 -2.924 1.351 -0.635
H -1.328 -0.272 -0.033 0.219
H 2.366 -0.983 3.099 0.321
H -1.264 0.987 -2.115 0.320
H -1.152 -1.553 -2.194 0.336
O 2.802 -1.705 3.684 -0.639
H 0.536 1.063 -1.956 0.296
H -0.365 -2.475 2.016 0.332
```

Values from the calculation:
HOMO (eV): -10.184
SMILES: CCN.O.O.O.O
Kohn-Sham gap (eV): 10.735
Net charge: 0

---

2:
Computed, not measured: a structure of composition C2H15NO4, with ωB97M-V/def2-TZVPD.

Geometry as XYZ:
```
22
Properties=species:S:1:pos:R:3:mulliken_charge:R:1
C 1.172 -1.296 0.155 -0.980
O -1.751 0.205 0.302 -1.089
H 0.633 -2.033 0.744 0.319
H 1.504 -0.497 0.815 0.325
H -0.855 1.218 3.062 0.282
H 1.134 1.807 1.779 0.384
H -2.065 1.068 0.010 0.264
O -0.272 0.867 2.383 -0.718
H -0.848 0.653 1.586 0.525
C 0.907 0.372 -1.635 -0.900
O -2.421 -1.833 -1.459 -0.673
H 0.158 1.122 -1.882 0.290
H -3.055 -2.485 -1.148 0.309
H 1.973 3.086 1.340 0.272
H -0.154 -1.410 -1.425 0.365
H -0.811 -0.225 -0.280 0.423
H 2.046 -1.759 -0.308 0.375
H 1.309 -0.036 -2.556 0.347
N 0.274 -0.696 -0.840 -0.226
H 1.702 0.829 -1.057 0.315
H -2.435 -1.102 -0.801 0.419
O 1.855 2.145 1.217 -0.627
```

Values from the calculation:
HOMO (eV): -9.931
Kohn-Sham gap (eV): 10.702
Net charge: 0

---

Most stable: 2. Least stable: 1.

---

1:
Computed, not measured: an isolated molecule of C2H8N4S, with ωB97M-V/def2-TZVPD.

Geometry as XYZ:
```
15
Properties=species:S:1:pos:R:3:mulliken_charge:R:1
H -0.946 -1.247 1.042 0.336
C -0.791 -0.726 0.083 -0.814
N 1.395 0.288 1.144 -0.142
H 1.310 -0.405 -2.923 0.303
H 2.129 1.117 0.888 0.342
H -0.393 1.083 1.705 0.247
N 0.649 0.839 2.162 -0.609
N 0.465 -0.427 -2.162 -0.589
H 0.455 0.220 3.036 0.251
S -1.970 0.626 -0.068 -0.179
C 0.567 -0.073 0.025 0.286
H -0.829 -1.351 -0.891 0.535
N 1.142 0.164 -1.032 -0.390
H -0.263 0.305 -2.479 0.250
H -2.920 -0.414 -0.532 0.171
```

Values from the calculation:
HOMO (eV): -8.469
SMILES: N/N=C(\CS)NN
Kohn-Sham gap (eV): 8.841
Net charge: 0

---

2:
Computed, not measured: an isolated molecule of C2H8N4S, with ωB97M-V/def2-TZVPD.

Geometry as XYZ:
```
15
Properties=species:S:1:pos:R:3:mulliken_charge:R:1
H 1.619 0.204 -1.188 0.271
S -3.436 0.034 0.303 -0.167
H 0.008 1.533 -0.727 0.198
H 0.231 -1.818 0.176 0.293
C 2.090 0.325 0.739 -0.809
H -3.293 0.968 -0.687 0.145
N -0.915 1.165 -0.447 -0.705
N 1.613 -0.406 -0.368 -0.713
N -1.983 -0.840 0.069 -0.422
H 2.077 -0.334 1.599 0.290
H 1.464 1.170 1.060 0.324
H -2.111 -1.607 -0.575 0.294
H 3.141 0.618 0.534 0.329
C -0.824 -0.113 -0.242 0.625
N 0.319 -0.899 -0.245 0.047
```

Values from the calculation:
HOMO (eV): -8.921
SMILES: [H]/N=C(/NS)NNC
Kohn-Sham gap (eV): 9.741
Net charge: 0

---

3:
Computed, not measured: an isolated molecule of C2H8N4S, with ωB97M-V/def2-TZVPD.

Geometry as XYZ:
```
15
Properties=species:S:1:pos:R:3:mulliken_charge:R:1
N 1.132 1.296 -1.748 -0.578
N 1.226 -0.156 1.026 -0.260
H -2.132 1.110 0.495 0.321
H -2.388 -0.636 1.576 0.215
C -2.235 0.044 0.444 -0.742
S -0.855 -0.819 -0.488 -0.164
H 1.327 2.121 -0.024 0.253
H 1.174 0.035 -1.593 0.387
H 0.489 -1.840 1.032 0.213
H 1.607 -1.742 2.166 0.282
N 0.603 1.628 -0.427 -0.210
C 0.588 0.204 0.053 0.154
H -3.206 0.033 -0.223 0.300
N 0.786 -1.226 1.697 -0.425
H 0.456 1.750 -2.451 0.254
```

Values from the calculation:
HOMO (eV): -8.647
SMILES: CS/C(=N\N)NN
Kohn-Sham gap (eV): 9.080
Net charge: 0

---

Most stable: 2. Least stable: 3.

---

1:
Computed, not measured: a cluster of 11 separate species, C12H46O11 in total, with ωB97M-V/def2-TZVPD.

Geometry as XYZ:
```
69
Properties=species:S:1:pos:R:3:mulliken_charge:R:1
H -1.128 0.745 -5.695 0.318
O -1.032 -0.208 -5.643 -0.541
H 2.208 0.356 -1.795 0.164
H -3.104 -3.351 1.758 0.277
H -0.913 0.877 0.548 -0.040
H 3.141 3.589 2.192 0.208
C 1.650 4.080 0.689 0.241
C -0.317 0.050 0.933 0.270
H 1.421 -2.235 2.754 0.111
H 2.796 -2.337 1.681 0.310
O 0.592 4.470 1.503 -0.674
O 3.203 -2.268 3.687 -0.560
H -2.547 -0.235 -1.402 0.330
H 1.546 3.056 0.330 -0.208
C 0.080 -0.585 -4.812 0.399
H 1.541 4.615 -0.255 0.475
O -1.515 -1.432 -0.567 -0.340
H -2.170 1.595 -2.808 0.094
C 2.443 -1.886 2.608 -0.239
H 3.739 1.228 -0.712 0.312
H -2.074 2.057 -1.132 -0.033
H -2.988 -0.077 5.059 0.297
H 1.069 2.337 5.004 0.303
H -1.853 -3.982 0.008 0.352
H -1.876 -3.311 -2.708 0.392
H 1.571 -0.771 -6.381 0.322
H 0.683 0.409 1.172 0.066
C -2.754 1.671 -1.891 -0.172
O -1.699 -3.468 -3.636 -0.597
H 1.479 0.864 -5.831 0.358
H 3.002 5.288 1.956 0.319
H -1.716 1.768 3.850 0.380
H -1.783 -3.183 2.477 0.222
H 2.245 1.571 -3.102 0.306
H 0.086 -1.655 -4.601 0.252
H -1.707 -4.421 -3.724 0.260
H -2.385 -0.295 3.450 -0.156
O 3.699 1.679 -1.559 -0.538
C -3.060 0.319 4.046 -0.175
H 2.181 -0.356 -4.774 0.305
H 0.376 -1.873 0.174 0.287
H 1.789 1.772 3.408 0.152
O -0.072 2.601 3.275 -0.520
C -0.179 -1.006 -0.182 0.155
H -1.813 -2.082 0.073 0.178
H -2.634 -6.177 0.180 0.273
H 1.797 3.375 3.860 0.300
H -2.038 -6.446 -1.352 0.253
C 2.424 1.396 -2.041 -0.292
C 1.383 -0.168 -5.493 -1.217
H 1.633 1.995 -1.589 0.104
H -0.921 -6.050 0.003 0.293
H -3.590 2.369 -1.942 0.301
H 2.589 -0.816 2.465 0.066
H -0.201 4.259 1.004 0.329
C 1.160 2.494 3.930 -0.672
H -4.067 0.178 3.652 0.268
C -1.861 -5.802 -0.491 -0.788
H 0.053 3.285 2.614 0.408
H 3.830 4.271 0.712 0.370
H 0.041 -0.153 -3.812 -0.198
C 3.001 4.341 1.416 -1.144
H 4.042 -1.800 3.700 0.312
O -2.179 -3.160 1.606 -0.627
O -1.819 -4.433 -0.839 -0.389
H -0.804 -0.374 1.811 -0.205
O -2.670 1.659 3.876 -0.477
H 0.249 -0.581 -1.090 -0.349
O -3.274 0.358 -1.605 -0.540
```

Values from the calculation:
HOMO (eV): -9.560
SMILES: CCO.CCO.CCO.CO.CO.CO.CO.CO.CO.O.O
Kohn-Sham gap (eV): 9.363
Net charge: 0

---

2:
Computed, not measured: a cluster of 11 separate species, C12H46O11 in total, with ωB97M-V/def2-TZVPD.

Geometry as XYZ:
```
69
Properties=species:S:1:pos:R:3:mulliken_charge:R:1
H 1.138 -4.349 1.116 0.301
C 1.603 1.621 -4.221 -0.312
H -3.897 -4.810 -1.262 0.296
O -4.141 -4.572 -3.245 -0.539
H 0.036 -0.909 3.329 0.345
H 5.527 1.056 -2.092 0.382
H -4.925 -5.115 -3.141 0.297
C 5.214 0.615 -1.145 -0.489
H -2.290 2.866 -1.892 0.243
H 2.265 2.613 -2.414 0.270
H -1.580 -3.742 -1.107 0.230
H 4.231 -0.839 -2.385 0.422
H -2.524 -2.728 -2.186 0.239
H -0.554 2.245 3.434 0.067
H 1.181 -1.197 -1.072 0.482
H 4.419 -1.154 2.380 0.304
H -1.441 -3.907 -2.877 0.408
C -2.129 -3.734 -2.049 -0.850
O -0.575 -1.549 2.963 -0.681
H 1.407 0.065 4.942 0.279
H 1.500 0.886 0.136 0.327
H 0.707 1.223 -4.697 0.363
H 0.744 3.247 -3.008 0.339
H 3.345 -0.131 2.681 0.254
O 1.479 -3.935 0.323 -0.734
H 1.442 -0.184 1.312 0.129
H -0.603 5.808 2.794 0.311
C 1.320 2.331 -2.878 -0.340
H -2.829 -5.831 -2.287 0.258
H -1.469 2.620 1.997 -0.045
H 2.219 1.171 4.303 0.289
H 2.242 0.757 -4.041 0.161
C -1.470 2.719 3.083 -0.463
O 1.680 0.409 4.091 -0.599
H 0.766 1.680 -2.201 -0.173
H -2.242 2.104 3.546 0.422
C 4.030 -0.303 -1.457 -0.490
C -3.244 -4.835 -2.134 -0.339
O -0.348 4.883 2.754 -0.517
H 3.235 2.592 -4.724 0.304
H -5.445 -1.469 1.082 0.368
H -2.377 0.730 -0.201 0.194
H 3.857 -0.995 -0.633 0.345
H -1.286 -1.568 0.223 0.045
H -4.427 0.985 1.068 0.280
O -0.371 -1.847 0.147 -0.491
H -3.764 -1.921 0.926 0.127
O -2.636 0.078 0.455 -0.286
H 3.138 0.308 -1.597 -0.226
C -4.015 0.100 0.584 -0.238
O 4.177 -0.242 2.221 -0.624
C -1.447 4.241 3.438 -0.389
H 0.975 -3.126 0.239 0.366
H -2.382 4.739 3.182 0.359
C 0.766 0.191 0.543 -0.513
H 5.982 -0.030 -0.718 0.276
H -1.285 4.302 4.515 0.265
O -1.823 2.313 -1.266 -0.585
H -0.084 0.766 0.910 -0.046
O 2.333 2.563 -5.052 -0.548
H -1.247 2.917 -0.797 0.286
H -4.238 -1.096 2.408 0.310
H -4.446 -0.180 -0.378 0.305
C 0.336 -0.848 -0.478 -0.172
H 4.534 0.942 0.523 0.302
H -0.316 -0.366 -1.207 0.251
C -4.430 -1.162 1.337 -1.052
H -0.393 -1.544 2.024 0.438
O 4.846 1.533 -0.167 -0.498
```

Values from the calculation:
HOMO (eV): -9.743
SMILES: CCO.CCO.CCO.CCO.CCO.CCO.O.O.O.O.O
Kohn-Sham gap (eV): 9.882
Net charge: 0

---

Most stable: 2. Least stable: 1.

---

1:
Computed, not measured: an isolated molecule of C4H4O, with ωB97M-V/def2-TZVPD.

Geometry as XYZ:
```
9
Properties=species:S:1:pos:R:3:mulliken_charge:R:1
C -1.366 0.726 0.063 0.019
H 2.374 1.525 0.615 0.204
C 2.307 0.422 0.295 -0.552
H 3.233 -0.096 0.277 0.277
H -3.375 0.512 0.658 0.260
H -2.608 -0.909 0.486 0.302
O -0.095 0.251 -0.215 -0.217
C -2.454 0.091 0.350 -0.589
C 1.131 -0.020 0.049 0.296
```

Values from the calculation:
HOMO (spin up / spin down) (eV): -9.193 / -8.351
Kohn-Sham gap (spin up / spin down) (eV): 9.242 / 7.861
Net charge: 0

---

2:
Computed, not measured: a cluster of 3 separate species, C4H4O in total, with ωB97M-V/def2-TZVPD.

Geometry as XYZ:
```
9
Properties=species:S:1:pos:R:3:mulliken_charge:R:1
H -0.315 1.535 1.576 0.227
H -0.657 -0.252 2.727 -0.273
O -1.748 -0.371 -0.445 -0.356
H -0.274 -0.589 3.416 0.266
C 1.655 -0.090 -0.406 -0.244
H -0.300 2.388 -0.111 0.223
C -0.956 0.457 -0.265 0.418
C -0.325 1.487 0.511 -0.453
C 0.578 0.467 -0.137 0.191
```

Values from the calculation:
HOMO (eV): -10.260
Kohn-Sham gap (eV): 9.484
Net charge: 0

---

Most stable: 1. Least stable: 2.

---

1:
Computed, not measured: an isolated molecule of C4H4O, with ωB97M-V/def2-TZVPD.

Geometry as XYZ:
```
9
Properties=species:S:1:pos:R:3:mulliken_charge:R:1
O 1.177 -0.858 -0.585 -0.392
H 0.501 -0.830 1.436 0.300
H -3.264 0.004 -0.553 0.396
C -1.074 -0.224 0.049 -0.751
H 2.223 0.695 0.438 0.243
H 1.041 1.237 -0.844 0.253
C -2.232 -0.092 -0.257 0.357
C 1.328 0.472 -0.129 -0.382
C 0.300 -0.405 0.445 -0.023
```

Values from the calculation:
HOMO (eV): -10.035
SMILES: C#C[C@@H]1CO1
Kohn-Sham gap (eV): 11.126
Net charge: 0

---

2:
Computed, not measured: a structure of composition C4H4O, with ωB97M-V/def2-TZVPD.

Geometry as XYZ:
```
9
Properties=species:S:1:pos:R:3:mulliken_charge:R:1
H 0.590 0.120 1.578 0.318
C -0.238 0.983 -0.405 -0.420
C -1.051 -0.244 0.043 0.129
O 1.681 -0.990 -0.207 -0.609
H 1.352 -1.883 -0.067 0.300
C -2.122 -0.916 0.013 -0.105
H 0.116 0.933 -1.426 0.230
H -0.616 1.943 -0.084 0.233
C 0.287 0.054 0.555 -0.077
```

Values from the calculation:
HOMO (eV): -10.575
Kohn-Sham gap (eV): 9.716
Net charge: 0

---

Most stable: 1. Least stable: 2.

---

1:
Computed, not measured: an isolated molecule of C2H3FO2, with ωB97M-V/def2-TZVPD.

Geometry as XYZ:
```
8
Properties=species:S:1:pos:R:3:mulliken_charge:R:1
O 1.774 1.153 0.761 -0.483
H -1.535 0.236 -0.701 0.317
H -0.942 0.446 0.991 0.299
H -1.209 -1.162 0.359 0.277
O 1.526 -0.306 0.465 -0.231
C -0.888 -0.153 0.083 -0.797
F 0.762 -0.025 -1.621 -0.156
C 0.512 -0.189 -0.337 0.773
```

Values from the calculation:
HOMO (eV): -9.214
Kohn-Sham gap (eV): 8.025
Net charge: 0

---

2:
Computed, not measured: a cluster of 2 separate species, C2H3FO2 in total, with ωB97M-V/def2-TZVPD.

Geometry as XYZ:
```
8
Properties=species:S:1:pos:R:3:mulliken_charge:R:1
H -3.045 -1.095 0.336 0.352
C 1.394 0.726 -0.949 0.734
H 2.191 0.622 0.896 0.259
F -1.294 -1.126 -0.031 -0.158
O 1.588 0.914 -2.091 -0.376
H 0.244 0.257 0.623 0.226
C 1.267 0.469 0.319 -0.833
O -2.345 -0.768 0.897 -0.204
```

Values from the calculation:
HOMO (eV): -9.167
SMILES: C=C=O.OF
Kohn-Sham gap (eV): 9.304
Net charge: 0

---

3:
Computed, not measured: a cluster of 2 separate species, C2H3FO2 in total, with ωB97M-V/def2-TZVPD.

Geometry as XYZ:
```
8
Properties=species:S:1:pos:R:3:mulliken_charge:R:1
H -0.631 1.257 -1.482 0.286
F 1.380 -1.730 -0.411 -0.118
H 0.736 1.274 1.044 0.311
C 1.228 0.682 0.194 0.134
H -0.208 -1.091 0.597 0.330
C 0.805 -0.806 0.313 0.176
O -0.893 0.367 -1.019 -0.674
O 1.950 1.137 -0.666 -0.445
```

Values from the calculation:
HOMO (spin up / spin down) (eV): -9.902 / -9.904
Kohn-Sham gap (spin up / spin down) (eV): 7.255 / 7.256
Net charge: 0

---

Most stable: 2. Least stable: 1.